(1)
Molecular formula: C3H8O2
Method: DFT, the ωB97M-V functional and the def2-TZVPD basis

The geometry in XYZ format:
```
13
Properties=species:S:1:pos:R:3:forces:R:3:mulliken_charge:R:1
C 1.259233 -1.286341 -0.492341 0.3 0.2 0.8 -0.61
O 0.928517 0.102351 -0.679600 -1.0 -0.7 -1.5 -0.36
C -0.478613 0.230057 -0.912166 0.7 -0.4 1.7 -0.16
O -1.094677 0.011013 0.387136 -0.2 -0.2 -1.7 -0.36
C -0.835716 1.073810 1.273346 1.0 0.5 0.5 -0.68
H 0.512397 -1.962507 -0.930358 0.2 0.2 -0.1 0.31
H 1.271743 -1.490601 0.594622 0.1 -0.1 -0.5 0.23
H 2.260254 -1.476630 -0.913143 -0.5 0.1 0.1 0.22
H -0.686539 1.227984 -1.283327 0.2 0.4 0.2 0.31
H -0.865943 -0.486659 -1.678285 0.3 0.2 1.0 0.29
H -0.798498 0.698285 2.305449 -0.1 -0.2 -0.3 0.25
H 0.166440 1.551570 1.086184 -1.0 -0.4 0.0 0.31
H -1.638593 1.807674 1.242481 0.0 0.3 -0.2 0.26
```
Forces are in eV/Å.

Values from the calculation:
Gap between HOMO and LUMO (eV): 11.08
Lowest unoccupied orbital energy (hartree): 0.0390
Electronic energy (Ha): -269.53168
Structure (SMILES): COCOC

(2)
Molecular formula: C3H8O2
Method: DFT, the ωB97M-V functional and the def2-TZVPD basis

The geometry in XYZ format:
```
13
Properties=species:S:1:pos:R:3:forces:R:3:lowdin_spin:R:1
C 0.672814 -0.916753 0.458211 -3.4 1.3 -3.1 0.14
O 0.197953 -1.734780 -0.570177 1.3 -0.4 1.1 0.19
C -0.611050 -0.062142 0.913141 3.0 0.4 2.1 0.26
C -1.584739 -0.706707 1.585657 -0.3 -0.9 -0.9 0.27
H 0.917027 -1.331333 1.434847 0.0 -0.6 0.7 0.07
H 1.534503 -0.421695 0.030768 0.3 0.4 0.3 0.01
H -0.748084 -1.887600 -0.467560 -0.2 -0.2 -0.2 0.01
H -0.399223 0.963998 1.252548 -0.1 0.0 -0.6 0.02
H -2.502318 -0.224369 1.902267 0.0 -0.2 0.1 0.01
H -1.409179 -1.790987 1.677163 -0.6 0.4 0.5 0.01
H 0.819102 2.990622 -2.226361 0.0 -0.2 0.2 0.00
H 1.694209 2.794205 -3.399736 0.2 -0.6 0.2 0.00
O 1.418987 2.327541 -2.590768 -0.2 0.7 -0.4 0.00
```
Forces are in eV/Å.

Values from the calculation:
2S+1: 2
Gap between HOMO and LUMO (alpha / beta) (eV): 9.02 / 4.68
Lowest unoccupied orbital energy (alpha / beta) (hartree): -0.1959 / -0.3554
<S²>: 0.757
Total charge: +1
Electronic energy (Ha): -269.14819

(3)
Molecular formula: C3H8O2S
Method: DFT, the ωB97M-V functional and the def2-TZVPD basis

The geometry in XYZ format:
```
14
Properties=species:S:1:pos:R:3:forces:R:3:lowdin_spin:R:1
O 1.366482 -2.555703 -1.205420 0.0 0.0 -0.1 0.00
C 0.343857 -1.908017 -1.220119 0.1 -0.1 0.1 0.00
C -0.002434 -0.805503 -0.278664 -0.5 0.1 -0.6 0.02
C -0.640647 0.371898 -1.027163 1.0 0.7 -0.1 0.05
S -0.758332 1.880702 0.010589 -0.5 -0.5 0.0 0.40
H -0.424039 -2.125001 -1.997348 0.0 0.0 0.0 0.00
H -0.752978 -1.185178 0.415779 0.0 0.0 0.3 0.02
H 0.878763 -0.459986 0.245273 0.1 -0.1 0.3 0.00
H -1.597777 0.139866 -1.487835 -0.1 -0.2 0.2 0.01
H 0.053413 0.640534 -1.831352 -0.1 0.0 -0.2 0.01
H -2.203954 0.653243 0.788695 0.0 0.3 0.1 0.47
H 1.350444 1.169272 2.882541 0.0 -0.3 -0.1 0.00
H -0.088492 1.045826 2.491546 0.1 -0.5 -0.4 0.00
O 0.659490 0.498520 2.803104 -0.1 0.6 0.4 0.00
```
Forces are in eV/Å.

Values from the calculation:
2S+1: 2
Gap between HOMO and LUMO (alpha / beta) (eV): 5.47 / 7.29
Lowest unoccupied orbital energy (alpha / beta) (hartree): 0.1391 / 0.1387
<S²>: 0.756
Total charge: -1
Electronic energy (Ha): -667.71319

(4)
Molecular formula: C3H8O2S
Method: DFT, the ωB97M-V functional and the def2-TZVPD basis

The geometry in XYZ format:
```
14
Properties=species:S:1:pos:R:3:forces:R:3:mulliken_charge:R:1
C -1.402897 -0.446014 -0.640149 0.2 3.4 -0.8 -0.93
C 0.575900 -0.791347 2.031479 -0.3 -0.3 0.3 -0.56
C 1.861527 0.899553 -1.650436 -2.1 -0.7 0.6 -0.80
O -0.533016 1.951156 -0.418982 0.3 0.1 0.2 -0.58
O 0.411497 0.362969 1.187440 0.0 0.2 -0.3 -0.25
S -0.109350 0.576836 -0.314493 0.0 -0.7 -1.3 0.88
H -1.952968 -0.004118 -1.523581 0.7 -0.3 1.2 0.27
H -1.296562 -1.460336 -0.722121 0.7 -2.5 0.1 0.35
H 0.083466 -0.602678 3.006208 0.0 0.2 -0.7 0.23
H 1.642476 -0.836011 2.231163 0.1 -0.4 -0.1 0.25
H 0.170021 -1.749861 1.649105 0.3 0.7 -0.2 0.27
H 1.857973 0.226707 -2.573409 0.0 0.9 1.7 0.27
H 1.417241 1.884203 -1.783325 0.3 -0.1 -0.4 0.31
H 2.717083 0.927647 -0.972992 -0.2 -0.4 -0.3 0.28
```
Forces are in eV/Å.

Values from the calculation:
Gap between HOMO and LUMO (alpha / beta) (eV): 7.75 / 7.76
Lowest unoccupied orbital energy (alpha / beta) (hartree): -0.0097 / -0.0097
Electronic energy (Ha): -667.57088

(5)
Molecular formula: C3H8O2S2
Method: DFT, the ωB97M-V functional and the def2-TZVPD basis

The geometry in XYZ format:
```
15
Properties=species:S:1:pos:R:3:forces:R:3:lowdin_spin:R:1
C 0.048535 -0.479310 1.308463 -0.8 -0.5 2.1 0.00
C -1.146573 -1.320787 1.697565 0.3 0.2 -1.0 0.00
O -2.299587 -0.987636 1.544535 0.0 -0.3 0.3 0.00
C 0.788019 -1.019425 0.098519 -0.1 0.3 -0.7 0.04
S 2.135481 0.031887 -0.501710 1.2 -1.7 0.7 0.45
S 0.909739 2.039929 -0.938174 -1.0 1.6 -0.5 0.45
H -0.290953 0.553656 1.353099 0.2 0.1 -0.8 0.00
H 0.626766 -0.590196 2.242969 0.6 0.1 -0.4 0.00
H -0.884063 -2.323214 2.101554 -0.2 0.0 0.1 0.00
H 1.191331 -2.007676 0.322944 0.1 0.0 0.1 0.02
H 0.097513 -1.164153 -0.740671 -0.2 0.1 0.1 0.00
H -0.225175 1.845216 -0.254356 0.0 0.0 0.0 0.04
H -2.523187 -1.147765 -0.775395 0.0 0.0 -0.1 0.00
H -2.928922 0.283795 -0.810372 0.1 0.1 -0.1 0.00
O -2.832479 -0.476150 -1.393457 -0.1 -0.1 0.1 0.00
```
Forces are in eV/Å.

Values from the calculation:
2S+1: 2
Gap between HOMO and LUMO (alpha / beta) (eV): 4.60 / 6.51
Lowest unoccupied orbital energy (alpha / beta) (hartree): 0.1239 / 0.1236
<S²>: 0.754
Total charge: -1
Electronic energy (Ha): -1065.94632

(6)
Molecular formula: C3H8O2S2
Method: DFT, the ωB97M-V functional and the def2-TZVPD basis

The geometry in XYZ format:
```
15
Properties=species:S:1:pos:R:3:forces:R:3:mulliken_charge:R:1
C -1.620456 0.700531 -0.137634 0.6 -0.7 1.3 -0.91
C -0.663930 -0.499653 -0.477737 0.5 2.2 2.1 -0.45
O -0.430382 -0.713463 -1.816517 1.4 1.4 -1.9 -0.53
C 0.645457 -0.391611 0.441807 -1.0 1.7 0.0 0.50
O 0.142096 -0.457334 1.786482 2.4 0.5 1.2 -0.49
S 1.835797 -1.617582 -0.020670 0.6 -0.7 0.1 -0.19
S 1.343646 1.334399 0.300673 0.6 0.3 0.0 -0.25
H -2.431103 0.662181 -0.894572 0.3 0.2 0.8 0.32
H -1.949135 0.544314 0.991793 0.3 0.5 -2.6 0.26
H -1.013196 1.633820 -0.178411 -1.0 -0.5 -0.1 0.29
H -1.135553 -1.310999 0.001811 -0.6 -1.7 -0.3 0.46
H 0.069720 0.060142 -2.293764 -1.5 -2.0 1.8 0.36
H 0.879556 -0.225092 2.496730 -2.1 -0.8 -2.5 0.35
H 2.832050 -1.264355 0.841506 -0.5 0.0 -0.3 0.13
H 1.495433 1.544702 -1.041496 -0.1 -0.6 0.6 0.13
```
Forces are in eV/Å.

Values from the calculation:
Gap between HOMO and LUMO (eV): 9.37
Lowest unoccupied orbital energy (hartree): 0.0130
Electronic energy (Ha): -1065.90504
Structure (SMILES): C[C@@H](O)C(O)(S)S

(7)
Molecular formula: C3H8O2S2
Method: DFT, the ωB97M-V functional and the def2-TZVPD basis

The geometry in XYZ format:
```
15
Properties=species:S:1:pos:R:3:forces:R:3:lowdin_spin:R:1
C 3.251622 -0.154029 1.484148 0.2 -0.1 -0.4 0.64
C -0.493884 0.297125 -0.539647 0.2 0.6 -0.8 0.60
C -1.718826 -0.477003 -0.769137 -0.1 0.1 2.9 0.06
O -1.823086 -1.310437 0.478679 -0.7 0.9 -1.7 0.03
O -2.670209 0.570690 -0.779724 -1.7 -1.0 0.4 0.04
S 1.595822 -0.226246 1.175742 -0.4 -1.0 0.4 0.30
S 0.364793 1.190832 -1.750054 0.2 -0.8 -0.6 0.20
H 3.626748 0.774483 1.101311 0.9 0.2 0.3 0.04
H 3.737150 -1.095153 1.282059 0.4 0.1 0.1 0.03
H -0.753877 0.842523 0.380469 0.9 0.3 -0.5 0.02
H -1.860144 -1.121269 -1.608374 0.3 -0.6 -0.4 0.00
H -1.698577 -0.689454 1.218687 0.0 -0.3 -0.3 0.00
H -3.525584 0.183333 -0.481120 0.6 0.4 -0.4 0.01
H 1.359349 1.022424 1.509375 -0.3 0.7 0.0 0.01
H 0.608701 0.192183 -2.702413 -0.4 0.8 1.1 0.02
```
Forces are in eV/Å.

Values from the calculation:
2S+1: 3
Gap between HOMO and LUMO (alpha / beta) (eV): 7.82 / 9.23
Lowest unoccupied orbital energy (alpha / beta) (hartree): 0.0245 / -0.0164
<S²>: 2.010
Electronic energy (Ha): -1065.78057

(8)
Molecular formula: C3H8O3
Method: DFT, the ωB97M-V functional and the def2-TZVPD basis

The geometry in XYZ format:
```
14
Properties=species:S:1:pos:R:3:forces:R:3:mulliken_charge:R:1
C 0.000000 0.000000 0.000000 0.6 1.2 0.2 -0.74
C 0.118740 1.042910 1.170269 -1.4 -0.7 1.0 -0.21
O -0.211580 2.431939 0.868560 0.6 -0.2 -0.7 -0.29
C -0.705460 3.300999 1.794709 -0.2 -1.1 -0.7 0.19
O -1.058650 3.027049 2.903649 0.3 0.2 -0.2 -0.48
H -0.984620 -0.007440 -0.497070 0.5 0.2 0.4 -0.02
H 0.179340 -0.995270 0.440320 0.0 0.4 -0.1 0.35
H 0.776060 0.193730 -0.759480 -0.4 -0.2 0.2 0.30
H 1.108830 0.999220 1.663489 -0.4 0.1 -0.5 0.27
H -0.640820 0.728730 1.911769 0.5 0.1 0.0 0.27
H -0.800380 4.272229 1.269969 0.1 -0.2 0.5 0.34
O -3.708919 0.091670 -0.782550 0.6 -0.5 0.9 -0.65
H -2.800119 -0.283750 -0.819830 -1.1 0.4 0.1 0.33
H -3.988818 -0.028700 0.153090 0.3 0.1 -1.0 0.32
```
Forces are in eV/Å.

Values from the calculation:
Gap between HOMO and LUMO (eV): 11.60
Lowest unoccupied orbital energy (hartree): 0.0249
Electronic energy (Ha): -344.80658
Structure (SMILES): CCOC=O.O